Run 1
Computed, not measured: an isolated molecule of HNO2S, with wB97M-V/def2-TZVPD.

Calculated values
Molar mass in g/mol: 79.08
Multiplicity: 1
E_LUMO in Ha: 0.0010
Gap between HOMO and LUMO in eV: 11.13

Each line ends with the Mulliken charge.
CARTESIAN COORDINATES (ANGSTROEM)
1 N 0.696 0.170 -0.373  -0.22
2 O -1.755 0.776 -0.235  -0.46
3 O 0.176 -1.162 -0.091  -0.23
4 S -0.701 0.076 0.551  0.62
5 H 1.584 0.140 0.148  0.28

=====

Run 2
Computed, not measured: an isolated molecule of HNO2S, with wB97M-V/def2-TZVPD.

Calculated values
Molar mass in g/mol: 79.08
Multiplicity: 1
E_LUMO in Ha: -0.0129
Gap between HOMO and LUMO in eV: 10.76

Each line ends with the Mulliken charge.
CARTESIAN COORDINATES (ANGSTROEM)
1 N 0.088 0.947 0.249  -0.23
2 O -0.654 -1.620 0.809  -0.41
3 O -0.603 0.186 -1.096  -0.26
4 S 0.191 -0.807 0.015  0.61
5 H 0.977 1.293 0.022  0.28

=====

Relative energies in eV: run 1 0.000; run 2 0.288

=====

Run 1
Computed, not measured: a structure of composition C3H6N3O, with wB97M-V/def2-TZVPD.

Calculated values
Total charge: +1
Molar mass in g/mol: 100.10
Multiplicity: 1
E_LUMO in Ha: -0.1662
Gap between HOMO and LUMO in eV: 10.56

Each line ends with the Mulliken charge.
CARTESIAN COORDINATES (ANGSTROEM)
1 C -1.740 1.659 -0.018  0.57
2 C -0.815 -0.831 -0.885  -0.30
3 C 0.513 1.428 1.854  -0.20
4 N -0.838 0.835 0.106  0.22
5 N 0.328 0.746 0.811  -0.51
6 N 0.376 -0.933 -1.403  -0.22
7 O -2.633 2.318 -0.281  -0.24
8 H -1.019 -1.406 0.010  0.33
9 H -1.652 -0.634 -1.545  0.36
10 H -0.204 2.124 2.291  0.22
11 H 1.463 1.289 2.348  0.26
12 H 1.157 -1.223 -0.827  0.27
13 H 0.602 -0.533 -2.304  0.25

=====

Run 2
Computed, not measured: a cluster of 2 separate species, C3H6N3O in total, with wB97M-V/def2-TZVPD.

Calculated values
Total charge: +1
Molar mass in g/mol: 100.10
Multiplicity: 1
E_LUMO in Ha: -0.1668
Gap between HOMO and LUMO in eV: 10.20

Each line ends with the Mulliken charge.
CARTESIAN COORDINATES (ANGSTROEM)
1 C -1.988 -0.368 -0.082  0.69
2 C 0.711 -1.429 0.255  -0.19
3 C -0.484 2.221 0.079  -0.21
4 N -0.788 -0.054 -0.161  0.03
5 N 0.027 1.052 -0.092  -0.53
6 N 1.780 -0.959 -0.270  -0.20
7 O -3.119 -0.642 -0.178  -0.30
8 H 0.499 -1.457 1.306  0.35
9 H -0.021 -2.097 -0.381  0.26
10 H -1.490 2.612 0.189  0.27
11 H 0.312 2.870 0.328  0.25
12 H 2.428 -0.314 0.176  0.27
13 H 2.133 -1.434 -1.171  0.31

=====

Relative energies in eV: run 1 0.000; run 2 0.920

=====

Run 1
Computed, not measured: a cluster of 3 separate species, C5H17N2O3 in total, with wB97M-V/def2-TZVPD.

Calculated values
Total charge: +1
Molar mass in g/mol: 153.20
Multiplicity: 1
E_LUMO in Ha: -0.1014
Gap between HOMO and LUMO in eV: 10.86

Each line ends with the Mulliken charge.
CARTESIAN COORDINATES (ANGSTROEM)
1 C 1.401 2.117 0.669  -0.71
2 O 2.243 1.113 1.197  -0.64
3 C -0.139 1.810 0.371  -0.55
4 C -0.144 0.893 -1.009  -0.83
5 C -0.461 -0.555 -0.579  -0.45
6 N 0.643 -3.152 -1.065  -0.30
7 C 1.290 -2.309 -0.170  0.21
8 N 0.803 -1.065 0.086  0.10
9 H 1.829 2.385 -0.281  0.39
10 H 1.432 2.990 1.347  0.37
11 H 3.193 1.543 1.053  0.39
12 H -0.765 2.746 0.390  0.28
13 H -0.746 1.212 1.033  0.39
14 H -0.947 1.140 -1.800  0.32
15 H 0.836 1.036 -1.506  0.43
16 H -1.310 -0.575 0.257  0.35
17 H -0.766 -1.285 -1.474  0.28
18 H -0.120 -2.848 -1.536  0.14
19 H 0.698 -4.085 -0.858  0.25
20 H 2.342 -2.554 0.401  0.31
21 H 1.529 -0.296 0.564  0.29
22 H -2.248 2.879 -0.413  0.26
23 H -3.322 1.946 -1.077  0.26
24 O -2.398 2.042 -0.898  -0.52
25 H -1.584 -1.943 2.353  0.29
26 H -1.914 -3.045 1.543  0.30
27 O -1.376 -2.140 1.402  -0.60

=====

Run 2
Computed, not measured: a cluster of 4 separate species, C5H17N2O3 in total, with wB97M-V/def2-TZVPD.

Calculated values
Total charge: +1
Molar mass in g/mol: 153.20
Multiplicity: 1
E_LUMO in Ha: -0.1020
Gap between HOMO and LUMO in eV: 9.49

Each line ends with the Mulliken charge.
CARTESIAN COORDINATES (ANGSTROEM)
1 C -1.996 0.796 1.240  -0.63
2 C -2.344 0.714 -0.274  -0.56
3 C -1.641 -0.438 -0.948  -0.81
4 C -0.585 -0.332 -1.741  0.13
5 N 0.274 -1.404 -2.095  -0.32
6 C 0.187 -1.863 -3.268  -0.25
7 N -0.681 0.168 1.604  -0.17
8 H -2.001 1.811 1.636  0.32
9 H -2.807 0.234 1.718  0.44
10 H -3.419 0.500 -0.220  0.30
11 H -2.209 1.639 -0.842  0.39
12 H -2.171 -1.389 -0.850  0.37
13 H -0.082 0.623 -1.893  0.29
14 H -0.456 -1.623 -4.099  0.30
15 H 0.877 -2.659 -3.557  0.25
16 H -0.483 -0.675 1.067  0.30
17 H -0.583 0.002 2.601  0.46
18 H 0.155 0.757 1.401  0.21
19 H 3.567 -1.398 -0.940  0.30
20 H 3.446 -0.160 -1.804  0.30
21 O 3.356 -0.469 -0.896  -0.66
22 H 1.774 1.797 0.911  0.32
23 H 2.246 0.842 -0.164  0.30
24 O 1.477 1.151 0.279  -0.60
25 H 2.020 0.004 3.572  0.28
26 H 0.879 0.927 4.164  0.31
27 O 1.199 0.445 3.396  -0.59

=====

Relative energies in eV: run 1 1.996; run 2 0.000

=====

Run 1
Computed, not measured: a cluster of 2 separate species, C4H5N3O2 in total, with wB97M-V/def2-TZVPD.

Calculated values
Molar mass in g/mol: 127.10
Multiplicity: 1
E_LUMO (spin up / spin down) in Ha: -0.0017 / -0.0043
Gap between HOMO and LUMO (spin up / spin down) in eV: 7.21 / 7.38

Each line ends with the Mulliken charge.
CARTESIAN COORDINATES (ANGSTROEM)
1 C -1.859 1.830 0.067  -0.35
2 C -2.397 0.682 0.370  -0.15
3 C -0.316 0.342 -0.088  0.97
4 C 0.884 -0.487 -0.258  -0.57
5 N -0.519 1.619 -0.145  -0.41
6 N 2.932 0.522 0.183  -0.19
7 N 0.709 -1.626 -0.949  -0.31
8 O -1.493 -0.297 0.150  -0.33
9 O 2.537 1.767 0.170  -0.27
10 H -2.141 2.820 0.298  0.36
11 H -3.462 0.462 0.467  0.35
12 H -0.334 -2.011 -1.191  0.28
13 H 1.414 -2.336 -0.859  0.30
14 H 2.392 2.123 -0.718  0.33

=====

Run 2
Computed, not measured: an isolated molecule of C4H5N3O2, with wB97M-V/def2-TZVPD.

Calculated values
Molar mass in g/mol: 127.10
Multiplicity: 1
E_LUMO (spin up / spin down) in Ha: -0.0371 / -0.0371
Gap between HOMO and LUMO (spin up / spin down) in eV: 8.58 / 8.58

Each line ends with the Mulliken charge.
CARTESIAN COORDINATES (ANGSTROEM)
1 C -0.759 -1.174 -0.438  -0.22
2 C 2.008 1.515 -0.230  0.13
3 C 1.280 -0.476 0.847  0.06
4 C -1.806 -0.275 -0.131  -0.28
5 N 0.409 -0.979 -0.006  -0.37
6 N 2.052 0.529 0.652  -0.45
7 N -1.627 0.941 0.257  0.52
8 O -2.486 1.791 0.458  -0.59
9 O 1.064 2.195 -0.629  -0.60
10 H -0.823 -1.963 -1.035  0.54
11 H 2.936 1.921 -0.637  0.40
12 H -0.658 1.236 0.124  0.05
13 H 1.636 -0.929 1.807  0.33
14 H -2.804 -0.539 -0.230  0.47

=====

Run 3
Computed, not measured: a cluster of 2 separate species, C4H5N3O2 in total, with wB97M-V/def2-TZVPD.

Calculated values
Molar mass in g/mol: 127.10
Multiplicity: 1
E_LUMO (spin up / spin down) in Ha: -0.0309 / -0.0762
Gap between HOMO and LUMO (spin up / spin down) in eV: 8.17 / 7.69

Each line ends with the Mulliken charge.
CARTESIAN COORDINATES (ANGSTROEM)
1 C -1.888 -1.167 -0.381  -0.41
2 C -1.211 -0.014 -0.452  -0.05
3 C -0.147 -1.485 0.749  -0.06
4 C 1.016 0.703 0.372  -0.32
5 N -1.218 -2.053 0.410  -0.52
6 N -0.072 -0.147 0.246  0.12
7 N 0.954 2.030 -0.136  0.99
8 O 0.061 2.442 -0.850  -0.61
9 O 1.903 2.675 0.165  -0.61
10 H -2.958 -1.494 -0.659  0.32
11 H -1.668 0.875 -0.844  0.35
12 H 0.780 -1.869 1.243  0.32
13 H 2.665 -1.076 -0.951  0.03
14 H 1.784 0.579 1.088  0.45

=====

Run 4
Computed, not measured: a cluster of 2 separate species, C4H5N3O2 in total, with wB97M-V/def2-TZVPD.

Calculated values
Molar mass in g/mol: 127.10
Multiplicity: 1
E_LUMO (spin up / spin down) in Ha: -0.0192 / -0.0192
Gap between HOMO and LUMO (spin up / spin down) in eV: 8.63 / 8.63

Each line ends with the Mulliken charge.
CARTESIAN COORDINATES (ANGSTROEM)
1 C 2.162 -0.274 0.459  -0.56
2 C 2.115 -0.025 -0.961  -0.16
3 C 0.864 -0.465 0.794  -0.12
4 C -1.232 -0.231 -0.280  0.67
5 N 0.848 0.078 -1.366  -0.87
6 N 0.090 -0.344 -0.310  0.71
7 N -2.337 -0.506 -1.048  -0.38
8 O -2.099 -0.992 0.329  -0.27
9 O -1.591 1.725 0.705  -0.75
10 H 3.012 -0.438 1.079  0.39
11 H 2.961 0.137 -1.560  0.46
12 H 0.354 -0.572 1.748  0.33
13 H -3.008 0.227 -1.214  0.32
14 H -2.139 1.678 1.625  0.24

=====

Relative energies in eV: run 1 2.996; run 2 0.000; run 3 3.382; run 4 2.525

=====

Run 1
Computed, not measured: an isolated molecule of C5H8N2S, with wB97M-V/def2-TZVPD.

Calculated values
Molar mass in g/mol: 128.20
Multiplicity: 1
E_LUMO in Ha: 0.0001
Gap between HOMO and LUMO in eV: 8.17

Each line ends with the Mulliken charge.
CARTESIAN COORDINATES (ANGSTROEM)
1 C 1.614 -0.434 1.359  -1.07
2 C 0.100 -0.288 1.361  -0.42
3 C -0.225 1.004 -0.855  -0.40
4 C -1.038 0.614 -2.088  0.01
5 C -1.256 -0.966 -0.642  0.09
6 H 1.923 -1.291 0.779  0.31
7 H 1.995 -0.568 2.409  0.34
8 H 2.067 0.496 0.967  0.32
9 H -0.395 -1.160 1.783  0.30
10 H -0.196 0.588 1.959  0.28
11 H 0.842 1.131 -1.135  0.30
12 H -0.617 1.968 -0.439  0.28
13 H -1.568 -1.886 -0.195  0.40
14 N -0.440 -0.127 0.021  0.15
15 N -1.633 -0.606 -1.849  -0.58
16 S -1.173 1.527 -3.435  -0.32

=====

Run 2
Computed, not measured: an isolated molecule of C5H8N2S, with wB97M-V/def2-TZVPD.

Calculated values
Molar mass in g/mol: 128.20
Multiplicity: 1
E_LUMO in Ha: 0.0287
Gap between HOMO and LUMO in eV: 9.99

Each line ends with the Mulliken charge.
CARTESIAN COORDINATES (ANGSTROEM)
1 C 1.700 0.911 -0.324  -0.60
2 C 0.531 1.288 0.584  -0.55
3 C -0.761 0.578 0.255  0.33
4 C -1.926 0.950 -0.345  -0.46
5 C -2.702 -0.228 -0.379  -0.36
6 H 1.582 -1.377 -0.949  0.14
7 H 2.570 1.597 -0.210  0.33
8 H 1.430 1.041 -1.458  0.32
9 H 0.395 2.386 0.458  0.27
10 H 0.760 1.100 1.650  0.28
11 H -2.196 1.923 -0.775  0.32
12 H -3.707 -0.343 -0.737  0.45
13 H -0.189 -1.311 0.878  0.31
14 N -2.047 -1.292 0.117  -0.96
15 N -0.883 -0.719 0.486  0.40
16 S 2.426 -0.745 -0.114  -0.24

=====

Run 3
Computed, not measured: an isolated molecule of C5H8N2S, with wB97M-V/def2-TZVPD.

Calculated values
Molar mass in g/mol: 128.20
Multiplicity: 1
E_LUMO in Ha: 0.0272
Gap between HOMO and LUMO in eV: 9.06

Each line ends with the Mulliken charge.
CARTESIAN COORDINATES (ANGSTROEM)
1 C 0.370 0.299 0.094  0.78
2 C 1.448 0.960 0.921  -0.26
3 C 1.374 2.175 1.425  -0.80
4 C -0.284 -1.997 0.189  -0.56
5 C 1.063 -1.999 0.726  -0.41
6 H -1.337 -0.731 -1.803  0.13
7 H 2.368 0.402 1.033  0.35
8 H 2.199 2.614 1.953  0.27
9 H 0.481 2.802 1.331  0.30
10 H -0.499 -2.733 -0.593  0.31
11 H -1.166 -1.762 0.822  0.27
12 H 1.760 -2.735 0.342  0.22
13 H 1.241 -1.601 1.715  0.35
14 N -0.576 1.023 -0.315  -0.45
15 N 0.621 -1.026 -0.286  -0.32
16 S -1.824 0.446 -1.295  -0.18

=====

Relative energies in eV: run 1 0.000; run 2 0.082; run 3 2.159

=====

Run 1
Computed, not measured: an isolated molecule of C4H8O2S, with wB97M-V/def2-TZVPD.

Calculated values
Molar mass in g/mol: 120.17
Multiplicity: 1
E_LUMO in Ha: 0.0273
Gap between HOMO and LUMO in eV: 9.95

Each line ends with the Mulliken charge.
CARTESIAN COORDINATES (ANGSTROEM)
1 O 2.821 0.769 -0.430  -0.54
2 C 2.078 0.228 0.340  0.41
3 O 2.161 0.438 1.678  -0.45
4 C 0.899 -0.641 -0.032  -0.42
5 C -0.383 0.212 0.155  -0.75
6 C -1.549 -0.361 -0.617  -0.57
7 S -2.794 0.946 -0.961  -0.26
8 H 2.819 1.142 1.799  0.33
9 H 1.045 -0.842 -1.092  0.35
10 H 0.905 -1.556 0.559  0.32
11 H -0.141 1.252 -0.068  0.48
12 H -0.620 0.150 1.213  0.22
13 H -1.322 -0.796 -1.581  0.40
14 H -2.026 -1.127 -0.009  0.36
15 H -3.894 0.183 -0.954  0.12

=====

Run 2
Computed, not measured: a cluster of 2 separate species, C4H8O2S in total, with wB97M-V/def2-TZVPD.

Calculated values
Molar mass in g/mol: 120.17
Multiplicity: 1
E_LUMO in Ha: 0.0106
Gap between HOMO and LUMO in eV: 8.96

Each line ends with the Mulliken charge.
CARTESIAN COORDINATES (ANGSTROEM)
1 C 2.053 0.409 -0.985  0.24
2 C -2.076 -0.370 -0.414  -0.12
3 C 2.736 1.153 0.166  -0.91
4 C -2.503 -1.523 0.328  -1.04
5 O 0.941 -0.062 -1.003  -0.43
6 O -1.334 0.931 1.761  -0.55
7 S -1.496 1.056 0.275  0.32
8 H 2.842 0.391 -1.849  0.24
9 H -2.132 -0.409 -1.427  0.45
10 H 3.280 1.933 -0.294  0.33
11 H 3.496 0.502 0.650  0.29
12 H 2.073 1.455 0.947  0.26
13 H -3.199 -2.139 -0.183  0.35
14 H -2.984 -1.249 1.334  0.28
15 H -1.697 -2.077 0.696  0.29

=====

Run 3
Computed, not measured: an isolated molecule of C4H8O2S, with wB97M-V/def2-TZVPD.

Calculated values
Molar mass in g/mol: 120.17
Multiplicity: 1
E_LUMO in Ha: 0.0120
Gap between HOMO and LUMO in eV: 8.93

Each line ends with the Mulliken charge.
CARTESIAN COORDINATES (ANGSTROEM)
1 C 2.386 0.893 0.737  -0.07
2 C 1.343 -0.249 -0.988  -0.48
3 C -1.556 -0.269 -0.462  -0.04
4 C -2.749 -0.659 0.291  -1.12
5 O 1.163 0.656 1.434  -0.54
6 O 2.466 -0.009 -0.391  -0.33
7 S -0.079 -0.386 0.345  0.15
8 H 2.252 2.030 0.389  0.19
9 H 3.235 0.863 1.424  0.23
10 H 1.069 0.570 -1.632  0.38
11 H 1.437 -1.314 -1.306  0.34
12 H -1.778 0.367 -1.293  0.35
13 H -3.273 -1.608 -0.175  0.24
14 H -3.491 0.014 0.349  0.38
15 H -2.424 -0.900 1.279  0.32

=====

Relative energies in eV: run 1 0.000; run 2 2.703; run 3 4.623